Entry 1:
{
  "formula": "C5H12O2",
  "method": "ωB97M-V with the def2-TZVPD basis set",
  "symbols": ["C", "O", "C", "C", "C", "C", "O", "H", "H", "H", "H", "H", "H", "H", "H", "H", "H", "H", "H"],
  "coordinates": [[-1.8100, -0.3717, 1.2907], [-0.5848, -0.5850, 0.6316], [-0.2091, 0.4356, -0.2914], [-0.3271, 1.8564, 0.2595], [1.2193, 0.1207, -0.7221], [1.4285, -1.3392, -1.1276], [1.5041, -2.2062, -0.0200], [-2.5574, 0.1110, 0.6400], [-1.6178, 0.2505, 2.1705], [-2.2155, -1.3396, 1.5992], [-0.8823, 0.3423, -1.1614], [0.3742, 2.0274, 1.0842], [-1.3383, 2.0856, 0.6100], [-0.0934, 2.5677, -0.5408], [1.9062, 0.3454, 0.1051], [1.4769, 0.7876, -1.5546], [0.6277, -1.6424, -1.8252], [2.3788, -1.4390, -1.6620], [0.7200, -2.0069, 0.5142]],
  "forces_ev_per_a": [[-0.18, 0.06, 0.13], [0.02, -0.01, -0.01], [0.07, 0.14, -0.20], [-0.01, 0.01, 0.03], [0.02, 0.02, 0.00], [0.06, 0.24, -0.37], [-0.17, -0.07, 0.16], [0.21, -0.08, 0.12], [-0.39, -0.01, 0.01], [0.19, 0.13, 0.01], [0.08, 0.03, 0.05], [-0.09, -0.09, -0.10], [0.16, -0.04, -0.07], [0.01, -0.13, 0.13], [-0.10, 0.00, -0.10], [-0.02, -0.12, 0.08], [0.11, 0.01, 0.12], [-0.12, 0.02, 0.05], [0.16, -0.09, -0.04]],
  "max_force_ev_per_a": 0.4,
  "total_charge": 0,
  "relative_energy_kcal_mol": 25.9,
  "spin_multiplicity": 1,
  "smiles": "CO[C@@H](C)CCO",
  "lumo_energy_ev": 0.96,
  "homo_ev": -9.83,
  "homo_lumo_gap_ev": 10.79
}

---

Entry 2:
{
  "formula": "C5H12O2",
  "method": "ωB97M-V with the def2-TZVPD basis set",
  "symbols": ["C", "C", "C", "C", "C", "H", "H", "H", "H", "H", "H", "H", "H", "H", "H", "O", "H", "H", "O"],
  "coordinates": [[-2.8413, -0.7175, -1.9134], [-1.6341, -0.5047, -1.0968], [-1.7659, 0.0364, 0.1859], [-0.8050, 0.4169, 1.0956], [0.6160, 0.1496, 0.8591], [-3.2976, -1.6944, -1.9346], [-2.7022, -0.5093, -2.9545], [-3.5036, 0.0654, -1.5960], [-0.6290, -0.5572, -1.5000], [-2.8011, 0.1768, 0.5031], [-1.1401, 0.9722, 1.9931], [1.1489, 0.0214, 1.8150], [1.0801, 1.0370, 0.4223], [4.2228, 1.4411, 1.4813], [0.7679, -0.6271, 0.1112], [3.2515, 1.3706, 1.4724], [3.0944, 0.4673, 0.9213], [3.8939, -0.9905, -0.0252], [3.0443, -0.5539, 0.1602]],
  "forces_ev_per_a": [[0.44, 0.89, -0.30], [0.42, 0.80, 1.19], [-1.84, -0.55, -0.31], [0.78, 0.11, -0.60], [-0.42, 0.20, 0.54], [-0.11, -0.49, 0.67], [0.72, 0.04, -0.74], [-1.01, -0.12, 0.37], [-0.03, -0.48, -0.24], [0.18, 0.10, -0.06], [0.31, -0.46, -0.51], [-0.14, -0.27, -0.48], [-0.08, 0.46, 0.09], [-0.31, 0.28, 0.18], [0.07, -0.12, 0.50], [0.59, -0.71, -0.54], [0.10, 0.94, 0.81], [0.12, 0.20, 0.13], [0.20, -0.83, -0.70]],
  "max_force_ev_per_a": 1.9,
  "total_charge": 1,
  "relative_energy_kcal_mol": 55.9,
  "spin_multiplicity": 2,
  "lumo_energy_ev": [-6.55, -6.68],
  "homo_ev": [-15.03, -14.68],
  "homo_lumo_gap_ev": [8.48, 8.00],
  "s2": 0.76
}

---

Entry 3:
{
  "formula": "C5H12O2SSi",
  "method": "ωB97M-V with the def2-TZVPD basis set",
  "symbols": ["C", "C", "C", "C", "C", "O", "O", "Si", "S", "H", "H", "H", "H", "H", "H", "H", "H", "H", "H", "H", "H"],
  "coordinates": [[0.1523, 0.5896, -2.4218], [-0.0363, -2.2125, -1.5693], [2.2495, 0.4510, 1.6138], [-1.7786, 2.2737, 0.6750], [-0.6744, -0.9326, -0.9656], [1.3293, -0.1403, 0.7236], [-0.6595, 1.4793, 0.5118], [-0.2538, -0.0812, 0.6052], [-0.6819, 1.7125, -3.0595], [1.3024, 0.2947, -2.4433], [-0.5913, -2.7541, -2.3079], [0.0210, -2.8553, -0.7120], [0.9532, -1.8509, -1.9853], [2.0771, 1.4943, 1.6889], [3.3219, 0.4019, 1.3183], [2.1873, -0.2649, 2.5365], [-2.3977, 1.7962, 1.3290], [-2.4330, 2.3462, -0.3053], [-1.6188, 3.3250, 1.0556], [-1.6642, -0.9202, -1.3453], [-0.7994, -0.5449, 1.9331]],
  "forces_ev_per_a": [[1.76, -3.45, 3.18], [1.23, 2.02, 1.17], [0.54, -2.81, 1.28], [-0.87, 1.61, -2.81], [1.31, 0.76, -3.40], [2.17, -0.14, -0.95], [0.72, 1.22, -0.39], [-0.90, 0.09, 0.45], [-0.59, 0.98, -0.78], [-2.39, 0.67, -0.22], [-0.54, 0.27, -0.59], [0.95, -0.85, 0.21], [-0.75, -1.24, 0.62], [-0.63, 0.92, 0.90], [-0.79, -0.48, -0.57], [0.19, 2.17, -0.86], [-2.00, -1.06, 2.16], [1.51, 0.03, 1.51], [0.47, -1.18, -0.53], [-1.21, 0.69, 0.14], [-0.17, -0.22, -0.51]],
  "max_force_ev_per_a": 5.0,
  "total_charge": 0,
  "relative_energy_kcal_mol": 118.9,
  "spin_multiplicity": 1,
  "lumo_energy_ev": -0.04,
  "homo_ev": -7.74,
  "homo_lumo_gap_ev": 7.70
}

---

Entry 4:
{
  "formula": "C5H12O3",
  "method": "ωB97M-V with the def2-TZVPD basis set",
  "symbols": ["O", "C", "C", "C", "C", "C", "O", "H", "H", "H", "H", "H", "H", "H", "H", "H", "H", "H", "H", "O"],
  "coordinates": [[-1.0071, -2.5223, -1.6248], [-0.5653, -1.4629, -2.0025], [0.3595, -0.7606, -1.1081], [0.0236, 0.8153, -0.9655], [-1.3502, 0.9676, -0.0840], [-1.0418, 0.5802, 1.4112], [0.2541, 1.0876, 1.7687], [-0.8050, -0.8587, -2.8914], [0.1489, -1.0387, -0.0364], [1.4955, -0.7270, -1.1666], [0.7436, 1.2712, -0.3165], [-0.1897, 1.3465, -1.9309], [-2.3221, 0.5783, -0.4215], [-1.5829, 2.0744, -0.2219], [-1.7872, 1.0493, 2.0298], [-1.0379, -0.5539, 1.5742], [0.9724, 0.7748, 1.1468], [2.3478, 0.3185, 2.5900], [2.3203, 1.5042, 1.6388], [2.6458, 0.6127, 1.6684]],
  "forces_ev_per_a": [[-2.49, -4.53, 0.52], [2.46, 3.78, -0.53], [0.67, 3.51, 2.15], [-3.43, -2.06, -0.38], [1.13, 1.56, -0.37], [0.82, -0.65, -1.74], [-0.47, -0.11, 0.18], [-0.48, -0.37, -0.52], [0.41, -0.65, -1.02], [-0.48, -0.67, -0.47], [0.73, 0.87, -0.68], [0.73, -0.43, 0.78], [0.75, -0.89, -0.25], [0.42, -0.82, 0.98], [-0.12, 0.10, 0.60], [-0.29, 1.47, -0.35], [-1.76, -0.29, 1.01], [0.51, 0.51, -1.94], [0.12, 1.02, 0.10], [0.76, -1.34, 1.92]],
  "max_force_ev_per_a": 5.2,
  "total_charge": -1,
  "relative_energy_kcal_mol": 60.7,
  "spin_multiplicity": 2,
  "lumo_energy_ev": [3.53, 3.38],
  "homo_ev": [0.87, -3.56],
  "homo_lumo_gap_ev": [2.66, 6.94],
  "s2": 0.75
}

---

Entry 5:
{
  "formula": "C5H12O3",
  "method": "ωB97M-V with the def2-TZVPD basis set",
  "symbols": ["C", "C", "C", "C", "O", "O", "H", "H", "H", "H", "H", "H", "H", "H", "C", "O", "H", "H", "H", "H"],
  "coordinates": [[-0.3445, 0.3847, 1.1979], [-1.5699, 1.2475, 1.0678], [-0.7123, -1.0842, -1.1377], [0.0980, 0.1054, -0.6964], [-0.4987, -0.8093, 1.9024], [0.1617, 1.1785, -1.3257], [-1.4118, -1.1183, 1.8481], [0.4858, 0.9329, 1.6494], [-1.3643, 2.0900, 0.4074], [-2.4069, 0.6830, 0.6460], [-1.8729, 1.6191, 2.0508], [-1.7604, -0.8009, -1.2578], [-0.6370, -1.9327, -0.4570], [-0.3434, -1.4132, -2.1107], [2.0701, -0.5313, -0.6050], [2.7296, 0.6185, -0.9445], [2.0425, 1.1923, -1.3705], [2.4790, -0.9891, 0.2988], [1.9626, -1.2658, -1.4083], [0.8926, -0.1072, 0.2451]],
  "forces_ev_per_a": [[-0.07, 0.04, -1.08], [-0.04, -0.08, 0.12], [0.41, -0.31, -0.13], [-0.83, 0.79, 1.52], [-0.03, -0.02, -0.01], [0.45, -0.40, 0.20], [0.12, 0.12, -0.11], [0.03, 0.02, -0.04], [0.02, -0.06, 0.05], [0.04, -0.02, -0.01], [0.01, 0.03, -0.05], [0.12, 0.10, 0.06], [0.03, 0.11, 0.09], [-0.08, 0.04, -0.05], [-0.36, 0.21, 0.59], [-0.51, -0.03, 0.03], [0.05, -0.08, 0.02], [0.13, 0.02, -0.05], [-0.22, 0.09, 0.08], [0.74, -0.58, -1.23]],
  "max_force_ev_per_a": 1.9,
  "total_charge": 0,
  "relative_energy_kcal_mol": 110.6,
  "spin_multiplicity": 1,
  "lumo_energy_ev": 0.64,
  "homo_ev": -8.01,
  "homo_lumo_gap_ev": 8.65
}

---

Entry 6:
{
  "formula": "C5H12O3",
  "method": "ωB97M-V with the def2-TZVPD basis set",
  "symbols": ["C", "C", "C", "C", "C", "O", "H", "H", "H", "H", "H", "H", "H", "H", "O", "H", "H", "O", "H", "H"],
  "coordinates": [[1.0394, -1.8740, -1.1833], [0.0884, -0.9384, -1.0887], [0.3441, 0.2271, -0.2390], [-0.5512, 0.5942, 0.7049], [-0.4083, 1.8458, 1.5038], [-1.8081, 0.0470, 0.6599], [1.0480, -2.8127, -1.7213], [1.9619, -1.7063, -0.6329], [-0.8153, -0.8723, -1.6867], [1.3147, 0.6751, -0.0707], [0.2872, 2.5018, 0.9812], [-0.0302, 1.7045, 2.5172], [-1.3639, 2.3752, 1.5559], [-2.3138, 0.4591, 1.3367], [-0.9745, -2.1942, 2.0806], [-1.1671, -1.8474, 1.1883], [-0.0632, -2.5157, 2.0893], [1.0536, 1.6386, -2.9379], [0.4468, 0.9775, -2.5798], [1.9118, 1.7150, -2.4773]],
  "forces_ev_per_a": [[0.06, 0.04, 0.09], [1.21, 0.00, -0.46], [-0.85, -0.02, 2.08], [-0.14, 0.79, -2.03], [0.31, 0.23, 0.30], [0.85, -0.47, -0.58], [-0.50, 0.21, -0.35], [-0.11, -0.04, 0.15], [-0.17, -0.66, 0.19], [0.22, -0.17, -0.54], [0.00, 0.02, 0.13], [-0.14, -0.16, 0.05], [0.04, -0.05, 0.04], [-0.88, 0.32, 0.89], [0.00, -0.05, -0.15], [0.35, -0.28, 0.61], [-0.31, 0.14, -0.28], [0.33, 0.64, -0.54], [0.88, 0.15, 0.39], [-1.14, -0.66, -0.01]],
  "max_force_ev_per_a": 2.2,
  "total_charge": 0,
  "relative_energy_kcal_mol": 54.3,
  "spin_multiplicity": 1,
  "smiles": "C=C/C=C(/C)O.O.O",
  "lumo_energy_ev": 0.66,
  "homo_ev": -8.64,
  "homo_lumo_gap_ev": 9.30
}

---

Entry 7:
{
  "formula": "C5H12O3P",
  "method": "ωB97M-V with the def2-TZVPD basis set",
  "symbols": ["C", "C", "C", "C", "C", "O", "O", "O", "P", "H", "H", "H", "H", "H", "H", "H", "H", "H", "H", "H", "H"],
  "coordinates": [[2.7921, 0.0968, 0.7705], [1.6196, -0.1567, 1.3343], [-2.5160, -0.7944, 1.0935], [-0.2863, 2.5434, -0.0878], [0.4696, -1.5637, -1.5411], [-1.0693, -1.0267, 1.1792], [-0.8488, 1.3269, 0.4317], [-0.1342, -0.2470, -1.1391], [-0.1508, -0.0492, 0.3843], [3.6977, 0.2491, 1.3756], [2.9525, 0.2416, -0.2599], [1.2120, -0.2575, 2.2933], [-2.7747, -1.2220, 0.1924], [-2.8482, 0.1690, 0.9239], [-2.9217, -1.3389, 1.9182], [-0.9224, 3.3950, -0.1063], [-0.0929, 2.3053, -1.1840], [0.6271, 2.8722, 0.6420], [1.4797, -1.6797, -1.4942], [0.1108, -1.8198, -2.6124], [-0.0912, -2.4081, -1.0451]],
  "forces_ev_per_a": [[0.04, 0.13, 1.81], [-3.00, 0.66, -3.17], [0.80, -1.92, 0.44], [3.27, -0.06, -0.26], [-5.44, -1.69, -2.36], [0.47, 1.25, -0.12], [-0.66, 0.90, 1.33], [1.54, -2.37, -1.46], [2.31, 0.30, 1.78], [-0.49, -0.39, -0.07], [-0.18, 0.09, -1.18], [0.72, -0.21, 1.78], [-0.90, -1.67, -1.82], [-0.02, 2.41, 0.81], [-0.41, 0.09, 0.44], [-1.30, 0.08, 0.53], [0.62, 0.65, 1.47], [-1.84, -0.97, -2.28], [2.79, 0.41, 0.55], [0.81, 1.24, 1.50], [0.86, 1.06, 0.29]],
  "max_force_ev_per_a": 6.2,
  "total_charge": 1,
  "relative_energy_kcal_mol": 12.1,
  "spin_multiplicity": 1,
  "lumo_energy_ev": -3.37,
  "homo_ev": -15.24,
  "homo_lumo_gap_ev": 11.87
}

---

Entry 8:
{
  "formula": "C5H12O3SSi",
  "method": "ωB97M-V with the def2-TZVPD basis set",
  "symbols": ["C", "C", "C", "C", "C", "O", "O", "O", "Si", "S", "H", "H", "H", "H", "H", "H", "H", "H", "H", "H", "H", "H"],
  "coordinates": [[1.2117, -1.7236, 0.4262], [0.8462, -0.3220, 0.5689], [-0.6518, 2.2245, 0.6355], [-2.0568, -1.0572, 0.5862], [-0.9058, 0.2833, -1.9890], [2.2899, 0.5906, -1.3778], [3.4546, 0.6473, 0.7728], [2.5207, -1.4839, 0.0074], [-0.9244, 0.4279, -0.0594], [2.4247, 0.1303, -0.0367], [1.2624, -2.3912, 1.2440], [0.5886, -2.2280, -0.3796], [1.0799, 0.1111, 2.3169], [-1.0729, 3.0825, 0.0533], [-1.1060, 2.3152, 1.5221], [0.4375, 2.5131, 0.7686], [-1.3636, -1.8907, 0.8661], [-2.6841, -0.7310, 1.4146], [-2.6045, -1.5125, -0.2375], [-0.3532, 1.1640, -2.2829], [-0.5013, -0.5912, -2.3889], [-1.8917, 0.4413, -2.4306]],
  "forces_ev_per_a": [[-1.12, -1.57, -1.68], [-2.56, 3.40, 4.74], [1.41, 0.38, -3.77], [1.30, 0.69, -0.17], [-1.10, 2.24, 1.75], [0.05, 0.34, -0.44], [0.43, 0.71, 0.77], [2.62, -0.62, -1.22], [2.03, -1.35, -0.25], [-0.32, -1.19, -0.80], [-0.36, -0.39, 1.18], [0.74, 0.47, 0.60], [-0.71, -0.89, -3.85], [0.14, -0.93, -0.01], [-1.58, 0.20, 3.71], [-1.13, -0.87, -0.23], [-0.48, 0.90, 0.33], [-0.12, -0.48, -0.01], [-0.44, 0.52, -0.02], [0.57, 0.04, -0.42], [0.85, -1.40, -0.45], [-0.21, -0.18, 0.23]],
  "max_force_ev_per_a": 6.4,
  "total_charge": 0,
  "relative_energy_kcal_mol": 95.5,
  "spin_multiplicity": 1,
  "lumo_energy_ev": -0.32,
  "homo_ev": -10.09,
  "homo_lumo_gap_ev": 9.77
}